No. 1
107
Properties=species:S:1:pos:R:3:mulliken_charge:R:1 method="wB97M-V/def2-TZVPD" energy_ev=-193161.956 charge=+2 s_squared=3.79 gap_ev="3.9 / 5.6" spin_multiplicity=4 e_lumo_ev="-9.820 / -8.099" homo_ev="-13.7 / -13.7"
Cr -0.18532 -1.29647 -1.35662 1.673
N -0.31351 -0.15548 0.23777 0.946
S 0.65679 0.24242 1.35566 -0.154
O 0.48278 -0.41318 2.66442 -0.454
O 1.07436 1.60501 1.35963 -0.128
F 1.98773 -0.37985 0.67208 -0.050
S -1.75613 0.66936 0.85983 -0.123
O -2.65536 1.03744 -0.23426 -0.473
O -1.64131 1.48486 2.06955 -0.139
F -2.50422 -0.64769 1.48841 -0.254
C -1.55318 3.87320 5.15201 -0.819
N -1.52158 2.39280 4.87644 0.754
O -2.61703 1.82016 4.85614 -0.512
O -0.45297 1.82052 4.57147 -0.323
H -2.51802 4.04459 5.62931 0.329
H -1.56948 4.40926 4.20308 0.314
H -0.70408 4.00137 5.82336 0.306
O 2.00853 -5.03117 0.21351 -0.571
S 2.20310 -3.59507 0.22714 1.056
O 1.49366 -2.69921 -0.66665 -1.054
O 1.55472 -3.18242 1.70783 -0.177
C 1.87240 -3.98460 2.81946 -0.302
C 1.20799 -3.44305 4.01589 -0.840
C 3.97649 -3.16150 0.47870 -0.791
H 2.94904 -3.87287 2.94779 0.310
H 1.58315 -5.02186 2.65050 0.346
H 1.43697 -2.38162 4.11098 0.116
H 1.35154 -3.95841 4.96558 0.464
H 0.12982 -3.55606 3.90234 0.073
H 4.17023 -2.16603 0.07919 0.026
H 4.54382 -3.85737 -0.13935 0.473
H 4.40932 -3.24480 1.47560 0.372
O -0.99346 -2.74818 -0.05146 0.219
S -1.70010 -3.59305 0.95204 0.868
O -1.67056 -3.24949 2.37790 -0.705
O -3.29578 -3.70858 0.46482 -0.031
C -4.25091 -4.06991 1.45388 -0.250
C -5.58793 -3.48518 1.07580 -1.178
C -1.31706 -5.32936 0.80990 -1.009
H -4.02375 -3.70663 2.45614 0.319
H -4.25117 -5.15708 1.37539 0.296
H -5.57373 -2.40428 0.93593 0.185
H -6.38310 -3.60382 1.81182 0.444
H -5.95129 -3.96795 0.16860 0.315
H -1.40710 -5.63135 -0.23356 0.329
H -2.04670 -5.89459 1.38975 0.516
H -0.31298 -5.34065 1.23394 0.245
O 1.73165 -0.24958 -1.97481 -0.110
S 2.81109 0.76044 -2.17646 1.092
O 2.67507 2.10366 -1.58761 -0.602
O 4.22254 0.03196 -1.62891 -0.032
C 5.44658 0.78453 -1.64063 -0.267
C 6.37462 -0.08375 -0.73040 -1.142
C 3.26239 0.73455 -3.94079 -1.305
H 5.34207 1.77837 -1.20535 0.351
H 5.72614 0.90574 -2.68718 0.354
H 5.75811 -0.28783 0.14502 0.221
H 7.31319 0.37927 -0.42575 0.417
H 6.78959 -0.96349 -1.22231 0.322
H 3.72089 -0.21380 -4.22101 0.388
H 4.07189 1.44972 -4.08687 0.556
H 2.35570 0.98443 -4.49178 0.309
O -0.75748 0.53918 -2.42022 -0.084
S -0.87157 1.93584 -2.93596 1.107
O -0.78403 3.14070 -2.06705 -0.702
O 0.18505 2.07832 -4.20319 -0.123
C 0.26473 3.36256 -4.93254 -0.332
C 1.62905 3.98826 -4.69453 -1.126
C -2.45833 2.07093 -3.81080 -1.058
H -0.54927 4.04584 -4.69038 0.391
H 0.18031 3.17282 -6.00257 0.350
H 1.80491 4.86354 -5.31987 0.435
H 2.47593 3.30694 -4.77633 0.194
H 1.66497 4.40562 -3.68824 0.296
H -2.34544 1.48051 -4.72006 0.288
H -2.61494 3.11028 -4.09946 0.529
H -3.29395 1.79475 -3.16771 0.248
O 3.25124 6.04380 3.40724 -0.648
S 2.83246 4.67072 3.09017 1.111
O 3.53901 3.79923 2.13556 -0.493
O 2.78003 3.91794 4.52842 -0.407
C 2.56113 2.52451 4.51778 0.496
C 3.82059 1.64673 4.74760 -1.123
C 0.97815 4.57438 2.78296 -0.563
H 1.95882 2.18943 3.67335 -0.357
H 1.85884 2.45553 5.34852 0.367
H 4.23421 1.90921 5.72132 0.351
H 4.45559 2.06115 3.96457 0.311
H 3.58540 0.58978 4.62255 0.223
H 0.82542 3.72650 2.11522 0.039
H 0.76869 5.47232 2.20165 0.518
H 0.58816 4.60409 3.80037 0.125
O -3.97138 -3.05084 -2.52541 -0.663
S -3.65460 -1.60873 -2.38226 0.931
O -2.39912 -1.22728 -1.75015 -0.423
O -3.71537 -0.85968 -3.87028 -0.144
C -4.77126 -1.12972 -4.79711 -0.355
C -5.20181 0.31686 -5.19915 -0.922
C -5.06950 -0.71524 -1.53443 -0.924
H -5.59598 -1.73278 -4.41732 0.389
H -4.27417 -1.65599 -5.61199 0.318
H -4.33733 0.90251 -5.51186 0.197
H -5.53107 0.93267 -4.36222 0.260
H -5.89385 0.34117 -6.04093 0.426
H -5.97508 -1.26356 -1.79400 0.477
H -5.31899 0.12900 -2.17717 0.258
H -4.79420 -0.43621 -0.51735 0.305


No. 2
23
Properties=species:S:1:pos:R:3:nbo_charge:R:1 method="wB97M-V/def2-TZVPD" energy_ev=-11371.541 gap_ev=8.8 relative_energy_ev=0.873 e_lumo_ev=0.784 homo_ev=-8.0
C -1.30867 1.03222 0.24796 -0.053
C -0.21246 0.74832 -0.80931 -0.242
C 1.18228 -0.99674 -1.78772 -0.411
C -2.38807 -0.05124 0.23595 -0.626
N 0.47588 -0.53080 -0.59744 -0.442
C 1.47580 -0.46181 0.59934 0.568
N 1.01799 -1.33610 1.43712 -0.939
N -0.83454 1.19808 1.60396 -0.844
N 2.38364 0.40988 0.37301 -0.891
H -1.76673 1.98475 -0.05206 0.196
H 1.58345 -1.44433 2.27144 0.356
H -0.15152 -1.26738 -0.18922 0.464
H -0.43340 0.32747 1.94600 0.382
H -0.10956 1.90540 1.65010 0.361
H 3.06267 0.48448 1.12081 0.358
H 0.56335 1.51938 -0.76783 0.246
H -0.66905 0.74912 -1.80338 0.199
H 0.50326 -1.07699 -2.63685 0.203
H 1.97794 -0.28376 -2.00263 0.245
H 1.62971 -1.96742 -1.58162 0.227
H -2.75714 -0.22882 -0.77212 0.202
H -2.00748 -0.98173 0.65410 0.206
H -3.21737 0.26802 0.86039 0.233


No. 3
56
Properties=species:S:1:pos:R:3:nbo_charge:R:1 method="wB97M-V/def2-TZVPD" energy_ev=-71208.991 charge=+1 gap_ev="7.7 / 3.9" relative_energy_ev=3.780 e_lumo_ev="-3.098 / -4.384" homo_ev="-10.8 / -8.3"
Ba 0.35944 1.25451 0.21244 1.762
P 2.66472 -1.24381 -0.40045 0.785
C 2.37359 -1.15378 -2.11012 -0.552
C 1.10549 -1.43569 -2.70378 0.125
N -0.07444 -0.90697 -2.18560 -0.534
C -1.22573 -1.29571 -2.73209 0.237
C -1.31172 -2.22280 -3.77427 -0.240
C -0.14965 -2.74785 -4.33983 -0.147
C 1.05034 -2.29421 -3.83633 -0.218
C -2.56513 -0.69750 -2.23956 -0.759
P -2.49175 0.87719 -1.34001 0.732
H 2.03610 -2.59552 -4.23867 0.231
H -2.27634 -2.53407 -4.13772 0.231
H -0.15332 -3.46347 -5.14591 0.240
H -3.18426 -0.58709 -3.14347 0.245
H -3.03268 -1.44179 -1.56997 0.258
H 2.24736 1.35003 -2.41772 0.473
H 3.31565 -1.13754 -2.66531 0.234
H 0.76668 3.47117 -1.37714 0.483
O 2.53017 2.33983 -2.41637 -0.946
H 1.87200 2.66152 -3.09497 0.483
H -0.77207 3.31538 1.33799 0.066
O -0.21421 3.33482 -1.59619 -0.968
H -0.51020 4.19563 -1.16970 0.500
C -2.65005 2.04953 -2.74407 -0.925
H -3.56498 1.89886 -3.33015 0.235
H -2.63653 3.08037 -2.37130 0.235
H -1.78088 1.93854 -3.40126 0.237
C -4.20125 0.99905 -0.67612 -0.932
H -4.17840 1.67760 0.18864 0.245
H -4.92468 1.39452 -1.40410 0.240
H -4.55144 0.01773 -0.32986 0.245
C 2.65790 -3.11297 -0.29957 -0.883
H 3.65622 -3.48433 -0.63517 0.238
H 2.37961 -3.33710 0.73859 0.255
H 1.81752 -3.38974 -0.97008 0.233
C 4.42229 -0.83874 -0.13743 -0.941
H 4.45529 -0.58072 0.94133 0.272
H 5.04011 -1.71332 -0.42278 0.241
H 4.62043 0.05879 -0.74915 0.242
O 2.98859 1.26129 4.16363 -0.886
S 1.90293 0.57178 3.50739 2.273
O 2.09797 -0.61015 2.65921 -0.961
N 0.97792 1.65989 2.59652 -1.051
C -0.22600 1.91127 3.12008 -0.066
S -1.54531 2.69484 2.31208 0.063
C -0.56347 1.04043 4.20525 -0.111
C -1.84476 0.80845 4.72979 -0.210
C -1.92652 -0.12856 5.76010 -0.181
C -0.78313 -0.83721 6.15541 -0.229
C 0.48528 -0.66360 5.58493 -0.155
C 0.56035 0.31785 4.61356 -0.352
H -2.71139 1.33053 4.28878 0.217
H -2.90185 -0.33124 6.20017 0.228
H -0.84390 -1.54711 6.95185 0.223
H 1.41212 -1.17887 5.83851 0.239


No. 4
16
Properties=species:S:1:pos:R:3:nbo_charge:R:1 method="wB97M-V/def2-TZVPD" energy_ev=-6378.806 gap_ev="7.5 / 7.8" relative_energy_ev=5.054 e_lumo_ev="-0.489 / -0.764" homo_ev="-8.0 / -8.5"
C 0.74431 -0.90371 -1.14030 -0.612
C 0.29970 0.29840 -0.31480 -0.164
C -0.74205 1.16108 -0.98651 -0.613
C 0.56164 0.19880 2.00235 -0.302
C -0.29541 -0.30166 1.07036 -0.211
C -1.22043 -1.31764 0.83318 -0.116
H 1.28765 -0.57024 -2.03086 0.207
H -0.13039 -1.48993 -1.42222 0.227
H 1.40344 -1.55987 -0.55887 0.216
H 1.19601 0.90308 -0.11849 0.198
H -1.07209 1.96171 -0.31467 0.210
H -0.34542 1.61605 -1.89964 0.209
H -1.60344 0.52994 -1.22853 0.211
H 1.05052 -0.36989 2.78313 0.199
H 0.96581 1.19218 1.82390 0.187
H -2.09985 -1.34831 1.50196 0.155


No. 5
21
Properties=species:S:1:pos:R:3:nbo_charge:R:1 method="wB97M-V/def2-TZVPD" energy_ev=-62249.332 charge=-1 gap_ev=5.4 e_lumo_ev=2.441 homo_ev=-3.0
C 2.70802 0.23164 0.46997 -0.715
C 1.26324 -0.10492 0.49116 0.090
Cl 0.56239 -0.37659 2.06199 -0.009
C 0.46556 -0.17903 -0.59412 -0.199
Cl 1.23205 0.20043 -2.10160 0.032
C -1.01625 -0.48360 -0.57240 0.141
S -1.45619 -1.29280 -2.23919 -0.066
C -1.59789 -1.53292 0.38662 -0.135
O -2.50576 -0.76424 1.22368 -0.679
S -3.20660 0.27826 0.27288 2.554
O -4.12930 -0.35436 -0.60833 -0.918
O -3.70495 1.39412 0.99085 -0.894
O -1.84962 0.69032 -0.48972 -0.683
H 2.86890 1.28427 0.15631 0.365
H 3.08055 0.16302 1.48350 0.237
H 3.26811 -0.43606 -0.17671 0.228
H -1.50335 -0.22147 -3.03563 0.145
H -0.92189 -2.15352 0.94951 0.243
H -2.24487 -2.20410 -0.17576 0.214
O 4.31102 2.52425 0.49554 -1.349
H 4.37683 3.33729 1.01146 0.400